The following is a DFT calculation (ωB97M-V with the def2-TZVPD basis set) of C33H53BN4O5PRe as an isolated structure at a distorted geometry.

Geometry as XYZ:
```
98
Properties=species:S:1:pos:R:3:lowdin_spin:R:1
H -2.166 -2.336 -3.829 0.000
C -5.665 -0.426 -0.949 0.000
H 3.662 3.608 0.798 0.000
C 0.263 -1.800 -1.528 0.005
C 1.962 1.048 4.844 0.001
C -0.385 3.702 -1.001 0.001
H -0.416 -1.443 -5.319 0.000
C 4.069 -0.175 -0.438 0.015
N -6.064 0.864 -0.944 0.000
H 6.449 -1.168 -2.489 0.000
H 0.177 3.533 -3.062 0.000
H 1.612 -1.715 5.833 0.000
C 1.584 -1.792 4.750 0.001
C 2.699 -0.139 -0.738 0.003
B 0.271 0.169 2.243 0.037
H 1.425 -2.834 4.486 0.000
C -0.969 -2.169 -2.062 0.006
H -3.114 2.532 1.080 0.001
H -5.332 -2.574 0.591 0.001
H -0.351 0.720 6.397 0.000
H -8.114 1.298 -0.987 0.000
H -3.234 0.902 -0.765 0.003
O 0.438 -1.058 2.736 0.011
H -2.426 5.036 0.826 0.000
H -5.587 1.591 -0.433 0.000
O 0.283 1.167 3.122 0.013
H -0.791 3.402 2.852 0.000
C -3.285 -2.336 1.232 -0.001
H 1.759 -0.740 -4.398 0.000
N 2.509 -0.966 -1.825 0.012
H -7.436 0.547 -2.450 0.000
C -7.238 1.293 -1.662 0.000
H 2.748 2.604 -0.320 0.000
H 0.835 4.764 2.914 0.000
H -0.232 4.775 -0.844 -0.002
O -6.967 2.562 -2.146 0.000
H 2.580 4.374 -0.336 0.000
H 1.366 5.586 1.434 0.000
C -1.749 4.926 1.669 -0.001
H 0.519 -2.053 -0.500 0.003
N -2.130 -0.369 0.450 0.034
O -6.228 -1.307 -1.552 0.000
C 6.079 -1.418 -1.493 -0.001
C 1.551 4.746 2.100 -0.001
C -1.214 -2.031 -3.420 0.002
H -1.731 -1.011 4.224 0.000
Re -0.212 0.431 0.187 2.584
C -4.444 -1.959 0.575 0.025
H -2.219 1.540 2.253 0.004
H -0.901 5.584 1.512 0.000
C 0.438 -0.956 4.207 -0.001
C 2.705 3.497 0.295 0.001
H -0.973 -1.505 5.747 0.000
C -2.539 2.551 2.003 0.007
C 4.663 -1.030 -1.354 -0.001
H -2.559 3.744 -0.730 0.000
H 2.542 -1.484 4.345 0.000
H 4.156 -1.822 -4.197 0.001
C 1.254 -1.307 -2.388 0.005
H -0.293 2.247 5.523 0.000
C 1.603 3.418 1.345 0.003
C -1.328 3.474 1.900 0.005
H 2.980 -2.948 -3.480 0.000
H -1.929 2.363 -1.657 0.004
C -0.464 1.180 5.420 0.000
H -3.237 -3.258 1.790 0.000
H -7.711 2.902 -2.660 0.000
C 3.891 -2.380 -3.295 0.002
H 1.993 2.134 4.886 0.000
H -2.010 3.971 -2.374 0.000
H 1.842 2.624 2.060 -0.001
H 1.564 3.570 -2.001 0.000
H 4.703 -3.074 -3.079 0.000
C -2.167 -1.527 1.150 0.026
H 4.560 0.362 0.348 0.001
C -0.893 -1.544 4.666 0.000
H 2.219 0.659 5.824 0.000
C -1.816 3.428 -1.453 0.006
H -1.264 -1.825 1.669 0.003
C 0.559 0.601 4.453 0.000
C 0.553 3.198 -2.098 0.003
H -1.721 -2.614 -1.425 0.000
H -1.482 1.034 5.071 0.000
H 6.203 -2.495 -1.365 0.000
H 6.694 -0.913 -0.752 0.000
C -3.267 -0.008 -0.180 0.029
H 0.577 2.104 -2.113 0.002
H -0.942 -2.585 4.359 0.000
O 1.756 0.548 -0.218 0.137
H 2.534 4.901 2.540 0.000
H 2.700 0.710 4.121 0.000
H -2.275 5.275 2.556 0.000
N 3.710 -1.497 -2.180 0.017
H -3.195 2.910 2.796 0.000
C -0.230 -1.528 -4.259 0.004
C 1.002 -1.151 -3.747 0.001
P -0.068 2.889 0.648 -0.011
C -4.433 -0.757 -0.136 0.000
```

F_max = 2.58 eV/Å
LUMO level (spin up / spin down) = -0.353 / -0.372 Eh
net charge = +3
energy = -2328.13994 Eh
Kohn-Sham gap (spin up / spin down) = 6.586 / 6.085 eV
spin multiplicity = 4

---

The following is a DFT calculation (ωB97M-V with the def2-TZVPD basis set) of C33H53N2OP2PdS as an isolated structure at a distorted geometry.

Geometry as XYZ:
```
93
Properties=species:S:1:pos:R:3:lowdin_spin:R:1
H 0.146 0.002 4.045 0.010
P 2.047 -0.657 -0.973 0.202
H -4.021 -0.962 1.989 0.000
H 1.192 -4.025 -2.460 0.000
C -0.059 3.995 -0.712 0.140
H -5.376 1.615 1.109 0.004
C -2.667 -1.560 -2.891 0.000
C -1.702 1.100 3.613 0.043
C -2.518 -0.112 4.102 0.002
H 5.442 0.087 0.612 0.001
C -3.345 0.873 0.982 0.058
H 0.686 -2.414 -3.031 0.000
H -4.655 1.322 2.709 0.000
H -2.120 -1.053 3.685 0.001
H 2.035 0.485 -3.226 0.004
H 1.429 -1.809 3.698 0.010
C 4.499 0.528 -1.972 0.016
H 4.461 -2.328 -2.309 0.000
C 3.452 -2.545 -2.695 0.012
C -0.288 0.999 4.208 0.039
N 0.259 1.587 -0.594 0.248
H -5.050 -2.434 -5.856 0.000
H -0.406 4.918 -0.237 0.005
H 2.726 0.815 4.532 0.014
C 2.378 -2.434 -1.599 0.026
H 0.386 1.758 3.778 0.009
N -1.103 -0.902 -0.930 0.116
H -1.440 3.595 1.574 0.022
C -1.804 -1.226 -1.817 0.001
H 4.046 0.772 3.225 0.015
O -0.286 -3.023 1.978 0.008
C 2.997 1.031 3.476 0.100
C -3.285 -0.522 -3.636 -0.003
C 0.943 2.804 -2.571 0.152
H 4.371 2.120 0.230 0.001
C -3.770 -3.217 -4.289 0.000
C 4.576 -0.532 0.315 0.010
C -0.266 2.753 -0.009 0.022
C 3.706 0.275 -0.670 0.033
H 0.262 -2.954 -1.373 0.000
H 2.760 1.634 0.815 0.010
P -1.554 1.071 1.707 0.251
H 5.416 1.088 -1.710 0.003
H 4.971 -1.452 -0.147 0.001
H 3.464 -3.582 -3.079 0.003
H -4.613 -0.044 -5.267 0.000
H -3.334 2.603 3.743 0.001
H -2.924 -1.261 0.625 0.000
H 1.998 -3.223 0.413 0.002
H -2.336 1.110 -0.980 -0.001
C -4.136 -0.846 -4.695 0.000
H -3.963 -4.264 -4.545 0.000
C -2.314 2.427 4.111 0.019
C 1.328 0.312 -2.399 0.018
C 2.757 -3.307 -0.382 0.003
C -0.987 2.674 1.189 0.447
S 1.822 0.232 2.321 0.623
H -3.244 2.530 -0.449 0.002
H 2.437 -2.151 2.201 0.005
C -2.915 -2.914 -3.226 -0.002
C -0.085 -1.981 1.469 0.069
H 2.892 2.128 3.356 0.000
C 0.516 4.016 -1.963 -0.008
H -4.126 1.086 -1.043 0.000
C 0.808 1.625 -1.846 0.033
H -2.437 -3.709 -2.647 0.000
C -4.381 -2.189 -5.025 -0.003
H -1.682 3.282 3.818 0.001
C 1.042 -2.975 -2.150 0.000
H -0.348 1.169 5.300 0.006
H -2.355 2.404 5.217 0.003
H -3.586 -0.035 3.842 0.000
H 0.495 -0.296 -2.792 -0.001
H -3.092 0.521 -3.366 0.000
H 2.805 -4.364 -0.704 0.000
C 2.215 -1.442 3.008 0.023
H 1.397 2.790 -3.565 0.007
C -4.438 1.691 1.694 0.013
H -4.171 2.760 1.752 0.001
H -2.449 -0.174 5.205 0.000
Pd 0.180 -0.291 0.584 1.109
H 2.937 2.337 -0.810 0.002
H -4.620 -0.770 0.321 0.002
H 0.641 4.967 -2.493 -0.003
H 3.736 -3.040 0.042 0.000
C 3.405 1.671 -0.070 0.022
H 3.248 -1.875 -3.548 0.000
H 4.026 -0.799 1.231 0.006
H 3.931 1.156 -2.679 0.001
H 4.808 -0.393 -2.485 0.000
C -3.250 1.428 -0.460 0.004
C -3.743 -0.618 0.980 0.006
H 3.171 -1.447 3.571 0.001
```

F_max = 8.07 eV/Å
LUMO level (spin up / spin down) = -0.300 / -0.450 Eh
net charge = +3
energy = -2681.71374 Eh
Kohn-Sham gap (spin up / spin down) = 7.573 / 4.579 eV
spin multiplicity = 5